# 1
The following is a DFT calculation (ωB97M-V/def2-TZVPD) of a molecular structure, C11H13N2O6V.

Its HOMO energy (spin up / spin down) is -0.5398 / -0.5393 Ha. As for the spin multiplicity: 3. As for the expectation value of S²: 2.025. Its net charge is +2.

CARTESIAN COORDINATES (ANGSTROEM)
1 O -2.85980 -1.29074 -2.26202
2 N 0.03685 -1.34547 1.23414
3 O 0.14729 0.21436 -0.42385
4 H 1.89089 -1.23645 3.17190
5 H -1.16310 -1.33872 2.98221
6 O -3.09019 2.08637 -0.60413
7 H 0.04689 1.11429 3.71427
8 O 1.73187 2.70350 -2.57210
9 V -0.63732 0.82179 -2.69286
10 C 0.88848 -0.85471 3.42270
11 C -0.15712 -1.61900 2.62893
12 H -0.57501 -3.27616 0.78793
13 O -0.20111 -0.45203 -7.10849
14 C 0.73360 2.09435 -2.61879
15 C 0.84177 0.63383 3.10563
16 C -0.15413 0.17401 -6.11308
17 C -2.04106 1.87056 -1.03854
18 H 1.79435 2.56388 1.35770
19 H 0.05425 -2.33654 -0.60862
20 C -0.55632 -2.27955 0.30786
21 H 0.14375 2.91944 1.93430
22 C 0.24893 -0.06968 0.78970
23 H 1.78584 1.09968 3.39176
24 H 0.25519 0.45106 -4.96436
25 C 0.73636 2.24879 1.28628
26 H 0.72707 -1.00375 4.49570
27 H -0.02898 -2.70647 2.77680
28 H -1.57662 -1.99535 0.01424
29 N 0.58794 0.86643 1.70471
30 O 1.42484 -1.39557 -2.95850
31 C -2.06268 -0.46513 -2.49312
32 C 0.61936 -0.54742 -2.90166
33 H 0.40792 2.35041 0.25337

***

# 2
The following is a DFT calculation (ωB97M-V/def2-TZVPD) of 2 unconnected molecules or ions with the total composition C11H13N2Se.

Its HOMO energy (spin up / spin down) is -0.4180 / -0.4179 Ha. As for the spin multiplicity: 1. Its net charge is +1.

CARTESIAN COORDINATES (ANGSTROEM)
1 C 1.27056 2.27200 -1.17776
2 C -0.73085 -0.58573 1.03005
3 C -1.84807 -0.08535 0.44319
4 C 1.51364 3.09979 -0.10491
5 C 1.72193 0.95858 -1.26380
6 C -1.42915 -2.07314 -0.35619
7 C 0.60194 -2.57512 0.78806
8 H 1.01463 -2.22948 1.76763
9 H 0.73376 -3.58559 0.43409
10 Se 3.14597 -1.34857 -0.29512
11 C -3.68424 -0.85908 -0.88109
12 C 2.60469 1.20524 0.93092
13 H 0.63589 2.62803 -2.12945
14 H -4.03000 -1.87094 -1.14116
15 C 2.15831 2.53760 0.99133
16 H 3.25572 0.61515 1.73110
17 H -1.27377 -3.02143 -0.89168
18 N -0.44007 -1.77486 0.43555
19 H 1.32034 4.09494 0.09500
20 H -4.32961 -0.42005 -0.18421
21 H -3.62274 -0.37212 -1.78359
22 N -2.37885 -1.11187 -0.35160
23 H -2.49658 0.70620 0.81591
24 H -0.00717 -0.02251 1.63071
25 H 1.48618 0.22122 -2.15078
26 H 2.36121 3.21467 1.82150
27 C 2.44633 0.38241 -0.20368

***

Respective total energy values: -1931.15013; -2937.50718 a.u..
Respective energy above the lowest of the compared OMol25 structures with the same formula, charge and spin values: 97.9; 216.7 kJ/mol.